[1]
One molecule with the formula C13H17N, computed with wB97M-V/def2-TZVPD.

The molar mass comes out at 187.3 g/mol. The energy above the lowest of the compared OMol25 structures with the same formula, charge and spin comes out at 2.401 eV. As for the total charge: 0.

Each line ends with the Löwdin charge.
Element x y z (Å)
1 C -2.099 -1.662 -0.284  -0.164
2 C -1.934 -0.534 -1.294  -0.184
3 C -1.352 1.220 0.309  -0.371
4 C -0.274 2.037 -0.446  -0.151
5 C 0.956 2.069 0.407  -0.189
6 C 1.664 0.797 0.288  -0.263
7 C 2.936 0.689 -0.119  -0.036
8 C 3.439 -0.641 -0.504  -0.076
9 C 2.593 -1.687 -0.262  -0.128
10 C 1.337 -1.591 0.338  -0.050
11 C 0.781 -0.338 0.539  -0.099
12 C -0.654 0.060 1.134  -0.115
13 C -1.653 -1.235 1.183  -0.096
14 H -3.103 -2.044 -0.379  0.101
15 H -1.290 -2.328 -0.645  0.099
16 H -2.664 -0.662 -2.069  0.097
17 H -0.938 -0.419 -1.807  0.126
18 H -3.121 0.574 -0.220  0.102
19 H -1.774 1.926 0.984  0.137
20 H -0.722 3.048 -0.675  0.126
21 H -0.075 1.679 -1.519  0.142
22 H 1.910 2.813 0.202  0.159
23 H 0.688 2.266 1.486  0.130
24 H 3.580 1.606 -0.365  0.128
25 H 4.372 -0.737 -1.027  0.089
26 H 3.103 -2.680 -0.576  0.128
27 H 0.632 -2.431 0.586  0.113
28 H -0.375 0.578 2.076  0.133
29 H -2.491 -1.027 1.821  0.093
30 H -1.231 -2.138 1.479  0.057
31 N -2.242 0.794 -0.642  -0.039

Forces on atoms 1 to 3 (eV/Å):
C 2.51 1.06 -0.18
C 0.58 2.14 0.33
C 3.78 -0.39 -0.18

[2]
CH3O4S2 as an isolated structure, computed with wB97M-V/def2-TZVPD.

The molar mass comes out at 143.2 g/mol. The energy above the lowest of the compared OMol25 structures with the same formula, charge and spin comes out at 1.771 eV. As for the total charge: -1.

Each line ends with the Löwdin charge.
Element x y z (Å)
1 C 2.004 0.531 -0.122  -0.918
2 O -2.174 0.734 -0.643  -0.334
3 O -0.693 0.211 1.250  -0.481
4 O -1.434 -1.611 -0.235  -0.374
5 O 1.164 1.320 -0.530  -0.243
6 S 1.747 -1.122 -0.087  0.460
7 S -0.711 -0.101 -0.202  0.770
8 H 3.067 0.711 0.294  0.047
9 H -2.206 1.486 -0.037  0.022
10 H -0.763 -2.158 0.313  0.052

Forces on atoms 1 to 3 (eV/Å):
C 0.92 -0.32 0.22
O 0.33 -0.48 -0.20
O 0.27 -0.07 -1.45

[3]
A 2-piece molecular cluster, C20H28F3NO4 overall, computed with wB97M-V/def2-TZVPD.

The molar mass comes out at 403.4 g/mol. As for the total charge: 0.

Each line ends with the Löwdin charge.
Element x y z (Å)
1 C 2.125 3.503 -2.012  -0.074
2 C 1.946 2.081 -1.576  -0.241
3 O 0.554 1.928 -1.236  -0.016
4 C 0.240 0.633 -1.024  -0.489
5 C -1.151 0.357 -0.741  -0.094
6 C -1.854 -0.845 -1.299  -0.396
7 C -2.544 -1.680 -0.228  -0.068
8 C -0.997 -1.655 -2.258  -0.061
9 C -1.976 1.535 -0.532  -0.474
10 O -1.679 2.577 0.045  0.035
11 O -3.229 1.338 -1.047  -0.075
12 C -3.856 2.438 -1.765  -0.210
13 C -4.352 3.531 -0.863  -0.089
14 O 1.134 -0.225 -1.064  -0.001
15 H 3.187 3.739 -2.091  0.075
16 H 1.690 3.642 -3.005  0.079
17 H 1.653 4.210 -1.325  0.080
18 H 2.207 1.393 -2.392  0.128
19 H 2.562 1.840 -0.697  0.107
20 H -2.672 -0.406 -1.888  0.128
21 H -2.993 -1.024 0.530  0.080
22 H -3.332 -2.279 -0.702  0.084
23 H -1.836 -2.364 0.249  0.036
24 H -0.824 -1.069 -3.169  0.091
25 H -0.037 -1.886 -1.791  0.059
26 H -1.512 -2.581 -2.531  0.076
27 H -3.143 2.853 -2.491  0.129
28 H -4.681 1.959 -2.297  0.119
29 H -4.882 4.260 -1.482  0.075
30 H -5.056 3.135 -0.126  0.079
31 H -3.507 4.009 -0.356  0.067
32 C -0.982 1.343 2.674  -0.003
33 N 0.136 0.646 2.035  -0.126
34 C 1.382 1.404 1.975  -0.018
35 C 0.022 -0.633 1.728  0.037
36 C 1.085 -1.600 1.564  -0.141
37 C 2.448 -1.414 1.938  0.008
38 C 3.414 -2.366 1.643  0.016
39 C 3.037 -3.584 1.081  -0.103
40 C 4.049 -4.664 0.833  -0.509
41 F 3.479 -5.910 0.862  0.115
42 F 4.635 -4.526 -0.403  0.125
43 F 5.053 -4.661 1.761  0.121
44 C 1.707 -3.833 0.761  0.017
45 C 0.746 -2.883 1.046  0.016
46 H -0.709 2.395 2.775  0.101
47 H -1.873 1.258 2.046  0.092
48 H -1.193 0.908 3.661  0.104
49 H 1.147 2.423 1.642  0.113
50 H 1.831 1.449 2.979  0.110
51 H 2.076 0.936 1.273  0.077
52 H -1.010 -1.024 1.738  0.139
53 H 2.751 -0.524 2.489  0.103
54 H 4.457 -2.164 1.862  0.129
55 H 1.423 -4.774 0.303  0.132
56 H -0.299 -3.148 0.897  0.104

Forces on atoms 1 to 3 (eV/Å):
C 0.12 0.42 -0.30
C -0.21 0.13 0.04
O 0.97 0.00 -0.31

[4]
One molecule with the formula C5H11ClN2, computed with wB97M-V/def2-TZVPD.

The molar mass comes out at 134.6 g/mol. The energy above the lowest of the compared OMol25 structures with the same formula, charge and spin comes out at 1.136 eV. As for the total charge: 0.

Each line ends with the Löwdin charge.
Element x y z (Å)
1 C -2.073 -3.025 1.581  -0.097
2 C -1.205 -1.808 1.278  -0.231
3 C 0.589 0.196 0.180  -0.497
4 C 1.108 -0.836 -0.839  -0.071
5 C 1.223 1.567 0.140  -0.579
6 H -2.909 -3.165 0.860  0.076
7 H -1.442 -3.924 1.490  0.063
8 H -2.490 -3.007 2.611  0.072
9 H -0.211 -1.849 1.780  0.109
10 H -1.225 0.705 -0.590  0.117
11 H 0.910 -0.215 1.174  0.133
12 H 2.176 -0.871 -0.818  0.071
13 H 0.633 -0.701 -1.846  0.091
14 H 0.702 -1.795 -0.554  0.050
15 H 2.249 1.485 0.511  0.083
16 H 0.702 2.148 0.869  0.071
17 N -1.605 -0.832 0.530  0.005
18 N -0.852 0.279 0.254  -0.059
19 Cl 1.191 2.265 -1.471  0.594

Forces on atoms 1 to 3 (eV/Å):
C -0.26 0.10 -0.42
C -0.05 0.79 -0.30
C 0.80 -1.57 1.24

[5]
A 17-piece molecular cluster, H34O17 overall, computed with wB97M-V/def2-TZVPD.

The molar mass comes out at 306.3 g/mol. The energy above the lowest of the compared OMol25 structures with the same formula, charge and spin comes out at 2.839 eV. As for the total charge: 0.

Each line ends with the Löwdin charge.
Element x y z (Å)
1 O -1.489 -1.241 0.125  -0.076
2 H -0.992 -0.476 0.457  0.007
3 H -2.347 -1.415 0.507  0.033
4 O 2.330 4.413 1.924  -0.045
5 H 2.087 5.339 1.881  0.046
6 H 1.681 3.990 1.352  0.033
7 O -1.160 2.612 -4.676  -0.045
8 H -0.459 3.004 -4.134  0.045
9 H -0.684 1.845 -5.018  0.059
10 O -0.206 -3.478 0.596  -0.086
11 H -0.779 -4.012 0.025  0.064
12 H -0.945 -3.123 1.149  0.013
13 O -0.350 1.064 0.431  -0.032
14 H 0.352 1.229 -0.197  0.050
15 H -1.012 1.634 -0.001  0.039
16 O 2.030 -4.727 0.152  -0.061
17 H 2.266 -4.610 1.078  0.044
18 H 1.112 -4.990 0.170  0.021
19 O -1.176 0.646 3.976  -0.037
20 H -1.224 1.219 3.205  0.054
21 H -0.398 0.937 4.462  0.066
22 O 3.405 1.671 -2.764  -0.045
23 H 3.203 1.877 -1.851  -0.015
24 H 4.264 1.255 -2.750  0.044
25 O -3.482 2.466 -2.941  -0.053
26 H -3.740 1.545 -3.055  0.056
27 H -2.723 2.560 -3.542  0.017
28 O 1.235 3.703 -1.958  -0.034
29 H 2.087 4.106 -2.145  0.043
30 H 1.383 2.780 -1.753  0.006
31 O -0.998 -0.604 -2.581  -0.055
32 H -1.181 -1.275 -3.195  -0.005
33 H -1.264 -0.833 -1.674  -0.010
34 O 3.718 -3.004 -1.047  -0.093
35 H 3.179 -3.098 -1.837  0.022
36 H 3.180 -3.545 -0.435  -0.019
37 O -2.849 -1.275 3.793  -0.083
38 H -3.734 -1.103 3.469  0.057
39 H -2.479 -0.492 4.256  0.032
40 O 0.771 -5.047 2.819  -0.056
41 H 0.878 -4.653 3.686  0.039
42 H 0.152 -4.487 2.326  0.000
43 O 4.016 2.898 0.130  -0.050
44 H 4.163 3.110 1.055  0.033
45 H 3.362 3.518 -0.193  -0.004
46 O -2.886 2.630 -0.293  -0.059
47 H -3.257 2.455 -1.173  -0.006
48 H -3.478 2.895 0.401  0.031
49 O -2.541 -2.770 2.078  -0.101
50 H -2.811 -3.693 1.959  0.068
51 H -2.634 -2.785 3.062  0.051

Forces on atoms 1 to 3 (eV/Å):
O 0.05 -0.40 -1.38
H -0.63 0.10 0.32
H 0.04 0.54 0.63

[6]
One molecule with the formula C2H4N6O4, computed with wB97M-V/def2-TZVPD.

The molar mass comes out at 176.1 g/mol. The energy above the lowest of the compared OMol25 structures with the same formula, charge and spin comes out at 2.113 eV. As for the total charge: 0.

Each line ends with the Löwdin charge.
Element x y z (Å)
1 C 1.344 0.427 -0.191  -0.251
2 C -2.344 -0.373 -0.334  -0.090
3 N 0.537 1.499 -1.046  0.172
4 N -0.644 1.189 -0.944  -0.009
5 N 0.537 -0.156 0.756  0.150
6 N -1.308 0.496 -0.210  0.031
7 N 2.321 1.374 0.493  -0.383
8 N 0.267 -1.557 0.632  -0.422
9 O 3.471 1.357 0.108  0.098
10 O 0.880 -2.269 -0.138  0.074
11 O 1.827 2.041 1.344  0.109
12 O -0.661 -1.902 1.363  0.016
13 H 1.728 -0.221 -0.943  0.135
14 H -2.497 -0.831 -1.397  0.132
15 H -2.163 -1.224 0.426  0.103
16 H -3.296 0.153 0.082  0.134

Forces on atoms 1 to 3 (eV/Å):
C -0.68 -0.60 0.83
C -3.67 -2.23 -0.44
N -2.52 -0.76 -0.02

no.,E_tot (eV),E_LUMO (eV),HOMO-LUMO gap (eV)
1,-15244.8169,0.899,9.293
2,-30946.1830,3.664,7.272
3,-39025.0252,-1.522,5.098
4,-20864.7566,0.940,9.570
5,-35359.1723,-0.098,9.848
6,-19258.1221,-1.931,8.988